Entry from the OMol25 dataset: a molecular structure, C17H40NOP3W at a distorted geometry (the ωB97M-V functional and the def2-TZVPD basis).

```
63
Properties=species:S:1:pos:R:3:forces:R:3:mulliken_spin:R:1
W 1.21926 1.24601 0.63134 -0.666 2.080 -0.659 0.071
P -3.86818 -1.46858 -0.77925 -2.761 -2.116 2.068 0.643
P 2.20892 0.58947 2.63456 1.872 -1.074 3.293 0.032
P 1.67404 -0.75253 -0.42747 1.946 -5.262 -1.277 -0.003
H -0.99529 3.16033 1.09312 0.148 -0.485 0.034 -0.001
C -0.80426 2.21750 0.55258 -2.437 0.789 -0.827 0.060
C -0.55208 1.03377 1.42786 1.233 0.940 -0.516 -0.052
H -0.21211 0.10547 0.78826 -1.221 -0.548 0.155 0.056
C -4.96960 -0.45065 0.26921 0.659 1.082 -0.401 0.043
C -3.02487 -2.51804 0.45987 1.244 0.477 -0.426 0.055
C -4.93495 -2.58161 -1.76703 0.860 0.512 -1.304 0.066
C 3.60486 1.65899 3.17734 0.014 0.354 -0.337 0.014
C 1.02775 0.75990 4.01494 -0.341 0.031 0.209 0.006
C 2.95144 -1.05405 3.00775 -0.144 -0.500 -0.492 -0.032
C 1.30023 -1.55856 -2.01887 -0.391 0.529 -0.659 -0.038
C 1.20946 -2.22682 0.61993 -0.349 0.067 0.513 -0.010
C 3.52668 -0.85193 -0.52819 0.046 0.624 0.028 -0.002
H -1.65604 2.03214 -0.11220 0.259 0.237 -0.159 0.035
H -1.15816 0.85039 2.29487 -0.140 -0.354 0.094 0.011
H -4.98969 0.56633 -0.15544 -0.369 -0.185 0.265 0.013
H -4.55235 -0.39585 1.28345 -0.110 -0.022 -0.315 0.004
H -5.99158 -0.84711 0.30731 0.197 -0.098 -0.261 0.023
H -2.89282 -1.94527 1.39000 -0.053 -0.232 -0.329 0.003
H -2.03409 -2.78260 0.05324 -0.326 -0.260 0.336 0.006
H -3.59002 -3.43783 0.66431 -0.058 0.227 -0.240 0.026
H -5.44707 -1.98894 -2.54242 0.072 -0.245 0.230 0.002
H -5.68410 -3.09421 -1.15267 0.215 0.238 0.356 0.036
H -4.29014 -3.32004 -2.26905 -0.304 0.142 0.122 -0.002
H 4.27286 1.05674 3.80725 -0.194 0.291 -0.137 0.002
H 3.22691 2.50175 3.77214 0.207 -0.133 -0.167 0.001
H 4.19223 2.03487 2.32835 0.001 -0.058 0.251 0.000
H 1.27636 -0.00508 4.76295 0.040 0.392 -0.010 0.000
H -0.00945 0.60151 3.70995 0.411 -0.070 0.327 0.003
H 1.12018 1.76515 4.44616 -0.092 -0.288 0.064 0.001
H 3.63583 -0.93098 3.85637 -0.267 0.102 -0.153 -0.002
H 3.52785 -1.46366 2.17128 -0.101 0.074 0.223 0.000
H 2.17689 -1.77313 3.29532 0.186 0.135 -0.079 0.002
H 1.82643 -2.52117 -2.07596 0.017 0.263 0.348 -0.002
H 1.61965 -0.93690 -2.85534 -0.047 -0.080 0.008 0.004
H 0.22781 -1.74478 -2.11177 0.089 0.093 0.000 0.004
H 0.36131 -2.75505 0.15578 0.382 0.237 -0.010 -0.003
H 0.90842 -1.98852 1.64858 0.143 -0.018 -0.350 -0.001
H 2.06860 -2.91574 0.66868 -0.332 0.239 -0.115 0.000
H 3.83109 -1.91027 -0.57694 -0.209 0.334 0.044 0.000
H 4.05233 -0.36132 0.30128 -0.021 -0.148 -0.195 -0.003
H 3.81885 -0.35620 -1.46586 0.030 -0.132 0.231 0.001
C -1.44380 0.78548 -2.95548 -0.119 0.284 0.128 0.176
C -0.31090 1.14454 -2.16948 -0.816 -0.364 -2.482 0.584
C 0.80569 1.53442 -2.86805 1.021 0.498 -0.166 -0.089
C 0.90628 1.39964 -4.27440 -0.171 0.539 0.651 0.103
C -0.16929 0.89503 -4.99931 0.098 -0.685 0.011 -0.003
C -1.32614 0.49343 -4.34288 0.412 0.499 0.976 0.036
O -2.72913 0.93535 -2.48111 0.413 -0.038 0.362 0.067
H -2.99230 0.14252 -2.00264 -0.244 -0.344 0.113 0.046
H 0.05267 2.45623 -0.20314 -1.318 0.271 0.079 -0.025
H 1.66023 1.98016 -2.34794 0.077 -0.001 -0.159 0.008
H 1.78462 1.79572 -4.78222 -0.071 -0.295 0.165 0.010
H -0.10715 0.80286 -6.08239 0.007 0.106 0.195 0.004
H -2.19487 0.10193 -4.87812 0.175 0.350 0.209 0.005
N 1.64934 3.28653 1.30969 0.666 0.780 0.061 0.006
H 1.46828 3.43926 2.30788 0.184 -0.033 -0.067 0.004
H 1.10729 4.01906 0.83826 0.237 -0.015 -0.007 -0.003
H 2.62983 3.54497 1.17577 0.111 0.269 0.150 -0.002
```
Forces are in eV/Å.

E: -51458.1304 eV
Net charge: +4
Multiplicity: 3
Molecular weight: 551.3 g mol⁻¹